This record from OMol25 describes a single C3H3ClN2O molecule at a distorted geometry. The level of theory is ωB97M-V with the def2-TZVPD basis set.

The calculation puts the gap between HOMO and LUMO at 0.37418 hartree. The calculation puts the strongest force on any atom at 3.926 eV/Å. The HOMO energy is -9.346 eV. For the LUMO energy, the calculation gives 0.84 eV.

Structure (ORCA input):
```
! wB97M-V def2-TZVPD RIJCOSX def2/J DEFGRID3
* xyz 0 1
O -2.20 -0.70 -0.14
C -0.96 -0.25 -0.05
C 0.25 -1.00 0.01
C 1.25 -0.07 0.07
Cl 2.90 -0.30 -0.09
N 0.66 1.15 -0.03
N -0.72 1.01 -0.09
H -2.69 0.12 0.33
H 0.45 -2.03 0.04
H 1.08 2.06 -0.08
*
```

natural (NBO) charges, unit e, in atom order:
1 O -0.647
2 C 0.439
3 C -0.399
4 C 0.104
5 Cl 0.069
6 N -0.372
7 N -0.341
8 H 0.495
9 H 0.237
10 H 0.416